Run P
Molecular formula: C3H6N2O2
Method: DFT, the ωB97M-V functional and the def2-TZVPD basis

The geometry in ORCA input format:
```
! RIJCOSX wB97M-V def2-TZVPD def2/J DEFGRID3
* xyz 0 1
H 0.578 -2.519 0.790
N -0.179 -1.847 0.588
C 0.173 -0.759 0.091
O 1.346 -0.498 -0.320
C 1.333 0.891 -0.827
C -0.015 1.428 -0.250
N -0.803 0.261 -0.172
O -1.807 0.315 0.803
H 1.326 0.917 -1.918
H 2.224 1.299 -0.393
H -0.399 2.171 -0.947
H 0.105 1.854 0.841
H -2.227 -0.530 0.765
*
```

Calculated values
- HOMO level: -9.10 eV
- SMILES: [H]/N=C1\OCCN1O

Run Q
Molecular formula: C3H6N2O2
Method: DFT, the ωB97M-V functional and the def2-TZVPD basis

The geometry in ORCA input format:
```
! RIJCOSX wB97M-V def2-TZVPD def2/J DEFGRID3
* xyz 0 1
C -0.267 0.634 -0.113
C 0.898 -0.429 -0.210
C 2.371 0.040 -0.392
H -3.176 -0.472 -0.647
H -2.435 -1.327 0.938
H -1.931 1.264 0.713
H 0.670 -1.506 -0.517
H 3.273 -0.525 -0.784
H 2.414 1.331 -0.202
N -2.265 -0.667 -0.154
N -1.524 0.399 0.370
O 0.099 1.709 0.097
O 1.871 -0.450 0.901
*
```

Calculated values
- HOMO level: -9.52 eV

Run R
Molecular formula: C3H6N2O2
Method: DFT, the ωB97M-V functional and the def2-TZVPD basis

The geometry in ORCA input format:
```
! RIJCOSX wB97M-V def2-TZVPD def2/J DEFGRID3
* xyz 0 1
H 3.069 -0.787 -1.470
N 2.226 -0.783 -0.900
C 1.909 0.409 -0.628
O 0.841 0.748 0.115
C 0.047 -0.297 0.600
C -1.277 -0.189 0.437
N -1.898 0.795 -0.310
O -2.177 -1.061 0.961
H 2.435 1.320 -0.925
H 0.561 -1.141 1.042
H -2.765 1.119 0.098
H -1.270 1.552 -0.543
H -1.701 -1.685 1.523
*
```

Calculated values
- HOMO level: -8.00 eV
- SMILES: [H]/N=C/O/C=C(\N)O

Run S
Molecular formula: C3H6N2O2
Method: DFT, the ωB97M-V functional and the def2-TZVPD basis

The geometry in ORCA input format:
```
! RIJCOSX wB97M-V def2-TZVPD def2/J DEFGRID3
* xyz 0 1
C -0.766 -1.076 0.510
C 0.265 0.219 -0.384
C 1.097 0.097 0.904
N 0.875 -0.491 -1.445
O -0.557 1.945 0.717
N -0.299 1.382 -0.614
O 1.490 -0.114 1.955
H -0.602 2.892 0.541
H 1.204 0.156 -2.151
H 0.272 -1.193 -1.850
H -0.251 -1.994 0.792
H -1.460 -1.238 -0.311
H -1.268 -0.584 1.338
*
```

Calculated values
- HOMO level (spin up / spin down): -7.39 / -7.39 eV

In kcal/mol, relative to the most stable structure: run P 30.3; run Q 93.5; run R 0.0; run S 95.9.

Run P
Molecular formula: C3H6N2O2
Method: DFT, the ωB97M-V functional and the def2-TZVPD basis

The geometry in ORCA input format:
```
! RIJCOSX wB97M-V def2-TZVPD def2/J DEFGRID3
* xyz 0 1
O 3.196 1.133 -0.746
C 3.897 0.515 -0.078
O 4.567 -0.177 0.526
C 1.109 -1.339 1.040
C 2.090 -2.826 1.083
N 2.808 -3.762 1.075
H 1.662 -0.542 0.552
H 0.751 -1.155 2.071
H 0.162 -1.770 0.578
N -1.015 3.168 -3.981
H -0.525 3.519 -3.263
H -1.847 2.842 -3.665
H -1.156 3.962 -4.592
*
```

Calculated values
- HOMO level: -10.26 eV
- SMILES: O=C=O.CC#N.N

Run Q
Molecular formula: C3H6N2O2
Method: DFT, the ωB97M-V functional and the def2-TZVPD basis

The geometry in ORCA input format:
```
! RIJCOSX wB97M-V def2-TZVPD def2/J DEFGRID3
* xyz 0 1
N -0.339 0.094 -1.605
C 0.872 0.487 -1.133
O 1.853 0.647 -1.835
C 0.923 0.745 0.378
O 0.919 -0.473 1.163
C -0.203 -0.989 1.630
N -1.345 -0.497 1.082
H -0.437 -0.051 -2.598
H -1.136 0.033 -0.987
H 0.095 1.386 0.694
H 1.881 1.213 0.596
H -0.967 -1.746 0.960
H -2.116 -0.849 1.654
*
```

Calculated values
- HOMO level: -9.23 eV

In kcal/mol, relative to the most stable structure: run P 0.0; run Q 53.6.

Run P
Molecular formula: C3H6N2O2
Method: DFT, the ωB97M-V functional and the def2-TZVPD basis

The geometry in ORCA input format:
```
! RIJCOSX wB97M-V def2-TZVPD def2/J DEFGRID3
* xyz 0 1
C 0.953 -0.842 -1.312
N 0.540 -0.655 0.071
C -0.965 0.265 0.611
C 0.242 1.077 1.463
O -1.465 1.178 -0.294
N 1.300 0.518 1.112
O -1.687 -0.551 1.164
H -2.428 1.153 -0.166
H 0.184 -1.518 0.479
H 0.124 2.082 1.864
H 2.007 -1.128 -1.331
H 0.395 -1.656 -1.783
H 0.802 0.078 -1.877
*
```

Calculated values
- HOMO level: -9.36 eV

Run Q
Molecular formula: C3H6N2O2
Method: DFT, the ωB97M-V functional and the def2-TZVPD basis

The geometry in ORCA input format:
```
! RIJCOSX wB97M-V def2-TZVPD def2/J DEFGRID3
* xyz 0 1
C -1.206 0.261 0.770
C 0.043 0.107 -0.172
N 1.720 -1.350 0.285
C -1.359 0.520 -0.958
O 0.985 1.119 -0.014
N 0.451 -1.152 0.025
O -2.109 -0.183 -1.621
H 1.173 1.511 -0.875
H 1.940 -2.249 0.683
H 2.349 -0.565 0.434
H -1.015 1.032 1.515
H -1.707 -0.665 1.019
H -1.264 1.615 -1.092
*
```

Calculated values
- HOMO level (spin up / spin down): -7.48 / -7.48 eV

In kcal/mol, relative to the most stable structure: run P 0.0; run Q 28.6.

Run P
Molecular formula: C3H6N2O2
Method: DFT, the ωB97M-V functional and the def2-TZVPD basis

The geometry in ORCA input format:
```
! RIJCOSX wB97M-V def2-TZVPD def2/J DEFGRID3
* xyz 0 1
O 1.293 1.726 0.077
C 2.105 1.065 -0.577
N 2.662 -0.086 -0.287
C 2.211 -1.120 0.356
O 0.944 -1.611 0.433
H 2.491 1.570 -1.435
H 3.049 -1.784 0.673
H 0.317 -0.914 0.036
C -1.375 0.417 1.052
N -1.297 -0.259 0.023
H -1.120 -0.148 1.898
H -1.596 1.505 1.157
H -1.448 0.101 -0.989
*
```

Calculated values
- HOMO level: -9.83 eV
- SMILES: O=C/N=C\O.C=N

Run Q
Molecular formula: C3H6N2O2
Method: DFT, the ωB97M-V functional and the def2-TZVPD basis

The geometry in ORCA input format:
```
! RIJCOSX wB97M-V def2-TZVPD def2/J DEFGRID3
* xyz 0 1
H -1.352 -2.555 0.609
N -0.988 -1.638 0.369
C -0.919 -0.928 1.418
O -0.500 0.331 1.445
C -0.300 1.033 0.253
C 0.641 0.781 -0.682
N 1.268 -0.394 -0.963
O 1.013 1.839 -1.455
H -1.172 -1.233 2.437
H -1.069 1.766 0.041
H 1.912 -0.393 -1.741
H 0.653 -1.198 -0.861
H 0.814 2.587 -0.871
*
```

Calculated values
- HOMO level: -7.89 eV
- SMILES: [H]/N=C/O/C=C(\N)O

In kcal/mol, relative to the most stable structure: run P 16.3; run Q 0.0.